Version A
Formula: C4H6NO3
Source: the Open Molecules 2025 dataset
Level of theory: ωB97M-V with the def2-TZVPD basis set

As for the orbital gap: 0.20825 Eh. The value obtained for the LUMO energy is 1.4 eV. The net charge is -1.

Last column: Löwdin charge in e.
CARTESIAN COORDINATES (ANGSTROEM)
O  -1.248  -0.970  -0.493  0.0547
C  -0.391  -0.139  -0.298  -0.5379
N  -0.865  1.220  0.076  0.0887
C  -1.784  2.079  -0.690  -0.6992
O  -2.572  1.591  -1.512  -0.0391
O  -1.570  3.324  -0.242  -0.1946
C  0.987  -0.240  0.034  -0.0114
C  1.308  -1.726  0.271  -0.2645
H  -0.106  1.841  0.416  0.1010
H  0.409  -1.055  1.807  0.2544
H  1.794  0.446  -0.088  0.0918
H  2.142  -1.992  0.898  0.0464
H  0.352  -2.160  0.554  0.0323
H  1.543  -2.219  -0.733  0.0774

---

Version B
Formula: C4H6NO3
Source: the Open Molecules 2025 dataset
Level of theory: ωB97M-V with the def2-TZVPD basis set

As for the orbital gap: 0.27236 Eh. The value obtained for the LUMO energy is 4.0 eV. The net charge is -1.

Last column: Löwdin charge in e.
CARTESIAN COORDINATES (ANGSTROEM)
O  1.959  -0.435  1.019  -0.1960
C  1.290  0.044  0.001  -0.5913
C  -0.126  0.694  0.355  -0.3427
C  -0.780  -0.253  1.384  -0.0800
N  -0.846  0.750  -0.904  0.1446
C  -0.095  -0.183  -1.757  -0.6453
O  0.873  -0.905  -1.045  0.0163
O  -0.191  -0.346  -2.963  0.0536
H  1.694  0.926  -0.546  0.1233
H  0.158  1.701  0.676  0.1337
H  -1.889  -0.159  1.570  0.0703
H  -0.588  -1.259  1.038  0.0657
H  -0.320  -0.167  2.381  0.0681
H  -1.140  -0.410  -1.209  0.1798

---

Version C
Formula: C4H6NO3
Source: the Open Molecules 2025 dataset
Level of theory: ωB97M-V with the def2-TZVPD basis set

As for the orbital gap: 0.31396 Eh. The value obtained for the LUMO energy is 4.0 eV. The net charge is -1.

Last column: Löwdin charge in e.
CARTESIAN COORDINATES (ANGSTROEM)
O  -2.740  0.238  -0.598  -0.1196
C  -1.874  -0.394  0.137  -0.3490
C  -0.110  -0.146  -0.201  -0.3385
C  -0.848  0.278  1.044  -0.0743
C  1.460  0.498  0.003  -0.5200
O  2.531  -0.166  -0.413  -0.1381
O  1.459  1.636  0.596  -0.0985
N  0.201  -1.596  -0.455  0.0327
H  -2.128  -1.539  0.363  0.1542
H  -0.292  0.327  -1.166  0.1480
H  -0.446  -0.222  1.887  0.1052
H  -0.965  1.330  1.305  0.1215
H  1.137  -1.741  -0.784  0.0404
H  -0.479  -2.057  -1.008  0.0361

---

Which is most stable, and by how much? version C, by 0.717 eV.

---

Version A
Formula: C7H14NSSi
Source: the Open Molecules 2025 dataset
Level of theory: ωB97M-V with the def2-TZVPD basis set

As for the orbital gap: 0.36296 Eh. The value obtained for the LUMO energy is -4.2 eV. The net charge is +1.

Last column: Löwdin charge in e.
CARTESIAN COORDINATES (ANGSTROEM)
C  -2.019  -1.075  0.571  -0.1848
C  -3.200  -1.021  -0.044  -0.2879
C  -2.181  1.126  0.418  -0.3557
C  0.660  1.691  -1.279  -0.1646
C  2.957  0.246  0.487  -0.1876
C  0.925  -1.546  -0.992  -0.1720
C  -0.088  0.210  1.347  -0.1680
N  -1.420  0.112  0.852  -0.2062
Si  1.169  0.163  -0.206  0.6298
S  -3.618  0.644  -0.284  1.1569
H  -1.735  -2.007  0.991  0.1430
H  -3.928  -1.800  -0.270  0.1049
H  -1.892  2.100  0.817  0.1306
H  1.468  2.119  -1.833  0.0188
H  0.115  1.338  -2.239  0.0708
H  0.061  2.353  -0.705  -0.0067
H  3.231  -0.354  1.469  0.0848
H  3.693  0.043  -0.341  0.0514
H  3.321  1.156  0.836  -0.0156
H  1.410  -2.243  -0.460  -0.0310
H  -0.168  -1.957  -1.087  0.0597
H  1.281  -1.500  -2.113  0.0898
H  0.098  -0.762  1.869  0.1085
H  -0.142  0.962  2.196  0.1308

---

Version B
Formula: C7H14NSSi
Source: the Open Molecules 2025 dataset
Level of theory: ωB97M-V with the def2-TZVPD basis set

As for the orbital gap: 0.31827 Eh. The value obtained for the LUMO energy is -4.2 eV. The net charge is +1.

Last column: Löwdin charge in e.
CARTESIAN COORDINATES (ANGSTROEM)
C  1.907  0.835  1.003  -0.1107
C  3.001  1.542  0.512  -0.2330
C  2.370  -0.359  -0.833  -0.3359
C  -0.620  0.945  -1.418  -0.1802
C  -2.347  -1.592  -0.899  -0.1886
C  -2.044  0.596  1.501  -0.1580
C  0.625  -1.105  0.659  -0.1165
N  1.592  -0.274  0.289  -0.2613
Si  -1.367  -0.177  -0.147  0.7325
S  3.597  0.791  -0.985  1.1383
H  1.358  1.077  1.874  0.1271
H  3.398  2.423  0.792  0.0385
H  2.175  -1.251  -1.308  0.0915
H  -0.460  0.264  -2.204  0.0083
H  -1.186  1.782  -1.907  0.0718
H  0.361  1.368  -1.072  0.0342
H  -1.941  -1.931  -1.923  0.0687
H  -2.112  -2.464  -0.242  0.0455
H  -3.355  -1.418  -1.129  0.0081
H  -2.741  1.294  1.354  -0.0355
H  -2.421  -0.105  2.231  0.0283
H  -1.054  1.004  2.038  0.0693
H  0.574  -1.247  1.688  0.0843
H  0.688  -1.999  0.124  0.0735

---

Which is most stable, and by how much? version A, by 0.754 eV.

---

Version A
Formula: C9H26MnNO14S3
Source: the Open Molecules 2025 dataset
Level of theory: ωB97M-V with the def2-TZVPD basis set

As for the orbital gap (spin up / spin down): 0.17073 / 0.16008 Eh. The value obtained for the LUMO energy (spin up / spin down) is 0.7 / 0.4 eV. The net charge is -1. Its spin multiplicity is 6. The expectation value of S² is 8.98.

Last column: Löwdin charge in e.
CARTESIAN COORDINATES (ANGSTROEM)
Mn  -0.919  -1.648  20.479  1.2883
N  -2.854  -0.285  24.593  -0.7474
O  -3.828  0.305  24.142  -0.0745
O  -2.017  -0.691  23.839  -0.0921
O  -2.803  -0.497  25.773  -0.0592
O  -3.518  -0.552  19.905  -0.3990
H  -3.619  -0.800  18.966  -0.1092
O  1.607  -3.014  20.986  -0.6287
H  2.493  -3.329  21.252  -0.1563
O  -2.964  -5.156  21.834  -0.3030
S  -3.647  -6.049  22.796  0.7271
O  -5.025  -5.813  23.181  -0.2978
O  -3.479  -7.679  22.276  -0.3014
C  -4.137  -8.763  22.865  -0.3057
C  -4.860  -9.589  21.735  -0.0507
C  -2.576  -6.198  24.351  -0.0883
H  -4.688  -8.427  23.743  0.1096
H  -3.352  -9.398  23.275  0.1074
H  -5.127  -10.618  21.975  0.0661
H  -4.086  -9.719  20.979  0.0693
H  -5.693  -9.016  21.327  0.0740
H  -1.547  -6.428  24.078  0.0657
H  -2.752  -7.075  24.973  0.0521
H  -2.773  -5.293  24.925  0.0715
O  1.004  -1.411  15.404  -0.2872
S  0.278  -2.653  15.597  0.6709
O  -0.698  -2.794  16.750  -0.3466
O  -0.468  -3.029  14.193  -0.2865
C  -1.157  -4.303  14.093  -0.2604
C  -2.321  -3.974  13.153  -0.0764
C  1.518  -3.953  15.585  -0.1152
H  -1.631  -4.564  15.039  0.1203
H  -0.586  -5.104  13.624  0.1192
H  -2.688  -4.998  13.086  0.0730
H  -2.040  -3.803  12.114  0.0741
H  -3.081  -3.230  13.392  0.0886
H  2.174  -3.635  14.776  0.0678
H  1.206  -4.967  15.332  0.0692
H  2.002  -3.668  16.519  0.0764
O  1.030  1.985  19.962  -0.2967
S  1.675  3.257  19.715  0.7240
O  1.272  4.183  18.600  -0.3250
O  1.862  3.971  21.187  -0.2295
C  2.516  5.136  21.353  -0.3493
C  2.383  6.196  20.305  -0.0966
C  3.460  2.762  19.408  -0.0851
H  3.548  4.790  21.297  0.1038
H  2.233  5.650  22.272  0.1356
H  2.788  5.914  19.333  0.0685
H  2.883  7.097  20.660  0.0829
H  1.330  6.453  20.194  0.0883
H  3.627  1.811  19.914  0.0675
H  4.091  3.542  19.835  0.0408
H  3.664  2.639  18.345  0.0656

---

Version B
Formula: C9H26MnNO14S3
Source: the Open Molecules 2025 dataset
Level of theory: ωB97M-V with the def2-TZVPD basis set

As for the orbital gap (spin up / spin down): 0.21628 / 0.24496 Eh. The value obtained for the LUMO energy (spin up / spin down) is 2.4 / 2.4 eV. The net charge is -1. Its spin multiplicity is 6. The expectation value of S² is 8.75.

Last column: Löwdin charge in e.
CARTESIAN COORDINATES (ANGSTROEM)
Mn  7.508  -0.507  18.440  0.7136
N  9.024  1.036  20.966  -0.6002
O  8.940  0.178  21.846  -0.0078
O  8.212  0.880  20.030  -0.1350
O  9.883  1.909  20.850  -0.0528
O  7.070  0.564  16.833  -0.4285
H  7.002  1.051  15.988  -0.0427
O  7.485  -1.872  19.976  -0.4432
H  7.715  -2.735  19.579  -0.0828
O  3.087  -1.057  18.883  -0.3154
S  4.041  0.034  19.188  0.7822
O  5.496  -0.134  19.009  -0.3399
O  3.533  1.353  18.255  -0.2791
C  3.471  1.104  16.850  -0.2846
C  3.104  2.493  16.255  -0.0650
C  3.690  0.828  20.897  -0.0623
H  2.614  0.505  16.544  0.1042
H  4.409  0.699  16.470  0.0959
H  2.822  2.432  15.204  0.0712
H  3.892  3.220  16.447  0.0770
H  2.211  2.788  16.806  0.0703
H  2.735  1.346  20.808  0.0526
H  4.474  1.508  21.230  0.0690
H  3.647  0.049  21.659  0.0637
O  10.228  0.167  15.670  -0.3010
S  10.491  0.339  17.099  0.7279
O  9.660  -0.416  18.068  -0.3454
O  12.132  0.199  17.381  -0.2674
C  12.519  0.133  18.779  -0.2587
C  13.676  1.093  19.082  -0.0665
C  10.270  2.104  17.568  -0.0912
H  12.949  -0.860  18.904  0.1150
H  11.656  0.195  19.443  0.1082
H  14.590  0.811  18.560  0.0713
H  13.912  1.097  20.146  0.0787
H  13.376  2.118  18.862  0.0706
H  10.693  2.326  18.548  0.0468
H  9.206  2.332  17.627  0.0654
H  10.781  2.670  16.790  0.0613
O  7.453  -2.214  17.225  -0.3427
S  7.410  -3.269  16.220  0.7268
O  8.029  -4.573  16.296  -0.2743
O  5.824  -3.505  15.836  -0.2477
C  4.894  -2.485  15.981  -0.3012
C  3.601  -2.702  15.173  -0.0454
C  7.960  -2.494  14.605  -0.0731
H  5.375  -1.532  15.760  0.0949
H  4.676  -2.290  17.031  0.1066
H  3.830  -2.713  14.108  0.0680
H  2.855  -1.917  15.300  0.0659
H  3.073  -3.642  15.337  0.0730
H  7.794  -3.145  13.746  0.0619
H  9.013  -2.240  14.727  0.0578
H  7.322  -1.613  14.527  0.0540

---

Which is most stable, and by how much? version B, by 8.587 eV.